Below is a cluster of 13 separate species, C48H104Cl18 in total, with properties calculated with ωB97M-V/def2-TZVPD.

Computed properties:
HOMO level (spin up / spin down): -0.0057 / -0.2384 hartree
⟨S²⟩: 0.75
2S+1: 2
Charge: -1
HOMO-LUMO gap (spin up / spin down): 1.91 / 8.24 eV

Structure (XYZ):
```
170
Properties=species:S:1:pos:R:3:forces:R:3:lowdin_charge:R:1
C -7.669417 2.518356 -1.632778 0.76 -0.18 0.69 -0.11
C -7.525337 1.538867 -0.473498 -0.64 -1.25 1.21 -0.26
C -7.219315 0.039912 -0.818950 0.34 0.59 0.28 -0.19
C -5.732779 -0.290825 -0.440600 -0.49 -0.18 0.21 -0.18
C -5.405993 -0.636052 1.066629 1.03 1.69 -1.03 -0.28
C -6.154437 -1.789783 1.572885 -0.26 -1.34 -0.36 -0.13
H -7.932061 3.487697 -1.209122 -0.11 0.12 -0.25 0.07
H -8.416112 2.205985 -2.362831 -0.01 -0.03 0.07 0.07
H -6.697441 2.631408 -2.112961 -0.10 0.08 -0.30 0.02
H -6.803436 1.812062 0.296135 0.74 0.55 -0.52 0.08
H -8.384284 1.596065 0.195108 -0.78 -0.17 -0.39 0.09
H -7.504458 -0.104005 -1.861100 0.88 0.02 -0.44 0.10
H -7.904779 -0.687575 -0.384221 -0.08 0.22 0.74 0.08
H -5.367476 -1.161069 -0.985872 -0.15 -0.17 -0.24 0.09
H -5.132481 0.543359 -0.803756 0.19 0.09 0.19 0.09
H -4.353479 -0.917190 1.102412 0.29 -0.05 -0.35 0.09
H -5.387318 0.189809 1.777760 -0.66 0.51 -0.24 0.09
H -7.231357 -1.670587 1.454034 -0.04 -0.11 0.53 0.07
H -5.844277 -2.597658 0.910133 -0.35 -0.51 0.00 0.06
H -5.810839 -2.087017 2.563688 -0.48 0.12 0.21 0.07
C -1.271065 -2.309125 -1.183073 -1.08 -1.06 0.32 -0.16
C -1.469810 -0.953751 -0.518179 1.04 -1.74 -1.09 -0.26
C -0.290707 -0.091173 -0.969635 -1.35 1.32 0.83 -0.20
C -0.368527 1.235641 -0.138244 1.82 0.15 -0.33 -0.20
C 0.874613 2.160751 -0.166898 -0.65 0.13 -1.01 -0.26
C 1.280908 2.514087 -1.623444 0.68 -0.99 1.00 -0.13
H -1.347664 -2.227769 -2.267328 0.69 -0.13 -0.09 0.07
H -2.058422 -3.014346 -0.916930 -0.63 0.12 0.00 0.03
H -0.438488 -2.877129 -0.768011 0.77 0.43 -0.60 0.06
H -2.470388 -0.668306 -0.842927 0.09 0.83 0.54 0.11
H -1.342832 -1.171686 0.542239 -0.60 0.58 0.32 0.08
H -0.322115 0.085852 -2.044702 -0.27 0.29 -0.06 0.06
H 0.590505 -0.720506 -0.845086 0.44 0.41 0.55 0.09
H -1.166007 1.914450 -0.440469 -0.52 -0.63 -0.22 0.09
H -0.475804 0.994447 0.919309 -0.45 -0.26 0.10 0.09
H 0.570756 3.058968 0.370672 0.21 0.17 0.09 0.06
H 1.697858 1.699884 0.378964 0.20 0.03 -0.05 0.07
H 2.118761 3.210549 -1.655875 -0.24 0.47 -0.03 0.02
H 1.727724 1.596311 -2.005728 -0.13 -0.20 -0.48 0.06
H 0.443970 2.787233 -2.266126 0.12 0.16 0.18 -0.02
C -1.276306 -5.270965 -3.334482 1.32 -0.31 0.49 -0.09
C -0.389627 -5.807437 -2.173748 -0.77 0.70 0.50 -0.26
C -1.065515 -6.869071 -1.342198 -0.65 -1.25 -0.76 -0.23
C -1.356846 -8.118442 -2.201179 0.74 0.13 -0.89 -0.24
C -2.353861 -9.109793 -1.672017 -0.16 -0.47 1.04 -0.26
C -1.847130 -9.763595 -0.373584 -0.30 0.80 0.55 -0.11
H -1.308007 -5.996773 -4.147065 -0.33 0.12 -0.03 0.06
H -0.777493 -4.378433 -3.712179 -0.24 0.12 -0.17 0.05
H -2.268737 -5.003311 -2.971788 -0.02 -0.10 -0.11 0.08
H 0.594026 -6.140292 -2.505038 0.07 0.19 -0.13 0.11
H -0.308035 -4.999063 -1.447132 0.68 0.39 -0.29 0.08
H -1.991402 -6.429075 -0.971721 -0.33 -0.15 -0.04 0.07
H -0.521545 -7.146615 -0.439327 0.34 0.06 -0.09 0.09
H -1.572468 -7.844777 -3.234000 -1.02 0.53 0.12 0.09
H -0.433781 -8.616985 -2.496974 0.65 -0.37 0.88 0.11
H -3.279639 -8.564756 -1.487736 -0.29 -0.21 -0.02 0.10
H -2.542404 -9.937454 -2.355790 -0.11 0.26 -0.39 0.10
H -2.488667 -10.500873 0.109075 -0.01 -0.70 -0.84 0.06
H -0.827745 -10.100376 -0.562065 -0.07 -0.37 0.35 0.08
H -1.846207 -9.068509 0.466038 0.54 0.64 -0.20 0.04
C -4.430707 8.517692 1.678954 1.03 -0.33 -0.07 -0.11
C -4.635261 7.084254 1.107568 -1.41 1.05 0.29 -0.29
C -4.379247 6.004656 2.103135 0.52 -1.33 0.71 -0.26
C -4.731655 4.587522 1.562175 -0.18 -0.65 0.37 -0.20
C -4.621883 3.374405 2.569183 0.17 1.30 0.26 -0.23
C -3.131606 3.102939 2.872958 -0.05 0.48 -0.77 -0.12
H -4.752144 9.349673 1.052386 -0.06 -0.29 -0.37 0.06
H -3.372327 8.676957 1.885276 0.27 0.08 -0.16 0.05
H -4.885297 8.706277 2.651521 -0.44 -0.52 0.03 0.06
H -5.690940 7.042065 0.839503 -0.11 -0.20 -0.43 0.10
H -4.039647 6.800780 0.239833 -0.09 0.72 -0.21 0.06
H -4.910307 6.126224 3.047214 -0.44 0.25 0.02 0.11
H -3.341478 6.139468 2.408007 0.44 -0.52 0.01 0.09
H -5.747277 4.666542 1.174391 -0.34 -0.09 0.21 0.10
H -4.189549 4.268521 0.671971 0.51 0.44 -0.11 0.08
H -5.133574 3.654598 3.489921 -0.26 -0.09 0.08 0.09
H -5.114433 2.497685 2.148632 -0.02 0.07 0.01 0.07
H -2.806739 2.230941 2.305345 0.31 0.14 -0.07 0.06
H -2.666590 4.011843 2.491195 0.73 -0.32 -0.17 0.04
H -2.741144 3.018666 3.887132 -0.71 -0.21 0.27 0.06
C 2.796917 -2.373405 -4.769143 1.04 -2.23 0.71 -0.11
C 2.122267 -2.432677 -3.395939 -0.30 2.30 -1.23 -0.27
C 3.075988 -2.131446 -2.229195 -0.73 -1.40 -0.34 -0.20
C 4.030422 -3.313994 -2.012082 0.89 0.56 1.08 -0.21
C 4.967405 -3.088927 -0.789144 -0.06 -1.10 -0.31 -0.25
C 5.963651 -4.287287 -0.563817 -0.83 0.64 -0.28 -0.10
H 3.708139 -1.779264 -4.838222 -0.69 1.23 -0.06 0.08
H 2.061345 -2.329415 -5.572321 0.49 0.31 -0.09 0.02
H 3.341802 -3.316789 -4.803996 -0.27 -0.73 -0.76 0.06
H 1.365791 -1.660883 -3.537972 -0.09 0.51 0.93 0.04
H 1.467917 -3.301391 -3.323327 0.59 -0.53 0.42 0.10
H 2.418204 -2.009345 -1.368666 0.29 0.03 0.44 0.08
H 3.647010 -1.210724 -2.348855 -0.16 0.14 -0.28 0.11
H 3.458968 -4.237898 -1.922956 -0.01 -0.11 0.14 0.11
H 4.751997 -3.452811 -2.817156 -0.35 0.06 -0.58 0.11
H 5.500334 -2.155136 -0.968399 0.26 -0.02 0.00 0.09
H 4.377655 -2.914306 0.110747 -0.09 -0.15 0.13 0.08
H 6.694315 -4.371706 -1.368250 0.20 0.34 0.05 0.06
H 6.459930 -4.228302 0.404851 0.14 0.10 -0.10 0.06
H 5.444171 -5.244677 -0.604262 -0.32 0.02 0.19 0.06
C 6.126741 -0.530554 1.626387 0.58 0.78 0.31 -0.08
C 6.614031 0.856198 1.167878 0.15 -0.38 -1.54 -0.26
C 5.573985 1.915558 0.876424 -0.77 -0.23 -0.70 -0.21
C 4.644786 1.711617 -0.376032 1.15 -0.31 0.10 -0.17
C 5.326827 1.819726 -1.790479 -0.46 -0.24 0.70 -0.25
C 6.214872 3.007813 -2.075347 -0.01 0.65 0.25 -0.13
H 5.468091 -1.125073 0.993281 0.03 0.53 -0.33 0.04
H 5.611350 -0.385420 2.575812 0.14 -0.29 0.20 0.06
H 7.052169 -1.092913 1.750645 -0.21 -0.42 0.39 0.07
H 7.397655 1.229528 1.827169 -0.33 0.03 0.58 0.10
H 7.182846 0.769894 0.242089 0.13 -0.43 -0.37 0.10
H 6.091665 2.859490 0.705797 -0.10 0.27 0.39 0.09
H 4.912094 1.959478 1.741336 -0.07 0.50 0.16 0.08
H 4.158224 0.738481 -0.309896 0.01 -0.25 -0.02 0.09
H 3.820008 2.413745 -0.254091 0.12 0.31 -0.36 0.07
H 5.936585 0.950901 -2.038334 -0.24 -0.45 0.28 0.09
H 4.540268 1.856186 -2.544191 -0.27 -0.23 0.13 0.09
H 7.256080 2.887702 -1.776092 0.05 -0.20 0.02 0.07
H 6.174399 3.177115 -3.151358 0.27 0.28 0.02 0.07
H 5.865133 3.897981 -1.552472 -0.13 0.15 -0.19 0.02
C 4.006308 -1.448378 7.800442 1.74 0.15 0.21 -0.13
C 3.208588 -1.327643 6.584720 -3.57 0.81 -0.50 -0.32
C 3.513921 -0.134953 5.704274 0.83 -1.08 -0.92 -0.22
C 2.804505 -0.107340 4.355203 -0.13 -1.31 -1.43 -0.19
C 2.956360 -1.348157 3.365087 0.51 -0.26 0.59 -0.25
C 2.351883 -1.039201 2.021919 -1.12 0.73 -0.14 -0.12
H 5.037768 -1.331233 7.468092 0.55 -0.70 0.31 0.07
H 3.811637 -2.421247 8.251811 0.34 0.29 0.49 0.08
H 3.919566 -0.586238 8.461714 -0.60 -0.25 0.33 0.08
H 3.094341 -2.254918 6.023276 0.74 -0.01 -0.25 0.11
H 2.179240 -1.189494 6.915567 -0.56 -0.02 0.10 0.11
H 4.573424 -0.335069 5.544589 0.50 0.81 -0.54 0.10
H 3.403050 0.850640 6.156401 -0.03 -0.19 0.45 0.10
H 1.721776 -0.001472 4.423007 -0.16 0.23 0.49 0.11
H 3.130198 0.763758 3.786669 0.14 0.17 0.02 0.09
H 3.987827 -1.653201 3.188667 0.29 0.22 0.42 0.08
H 2.461816 -2.249459 3.727261 -0.04 0.03 0.50 0.10
H 2.699627 -0.043420 1.746981 -0.21 0.03 -0.54 0.06
H 2.416113 -1.722078 1.174774 0.98 -0.29 0.22 0.06
H 1.267119 -1.034837 2.128541 -0.28 0.65 0.15 0.07
C -0.488663 -0.112338 -6.705298 1.61 -0.12 -0.56 -1.58
Cl -0.596440 -0.251434 -4.979699 -0.13 -0.04 0.15 0.56
Cl -1.889107 0.498318 -7.478282 -1.07 0.14 -0.23 0.57
Cl 0.081862 -1.662827 -7.447199 -0.34 0.01 0.06 0.48
H 0.315340 0.569177 -6.983183 -0.11 -0.05 0.48 0.01
C 4.613414 6.862480 -1.022244 -0.70 0.42 0.06 -1.51
Cl 4.224701 8.578973 -0.649900 0.28 -0.41 0.12 0.49
Cl 3.157315 5.886784 -0.865727 0.00 0.01 -0.15 0.52
Cl 5.852350 6.197411 0.050493 0.07 0.40 -0.35 0.53
H 4.887835 6.894890 -2.076634 0.39 -0.40 0.39 0.02
C 1.785466 4.396935 3.695131 -0.38 -0.77 0.87 -1.50
Cl 0.477155 3.282208 3.262545 0.21 -0.22 -0.09 0.56
Cl 3.124333 4.359007 2.587839 -0.20 0.38 -0.68 0.55
Cl 2.501714 3.922657 5.282897 -0.57 0.30 -0.03 0.48
H 1.226310 5.327679 3.790877 0.93 0.24 -0.06 0.02
C -0.882509 7.075488 -1.575539 -0.31 -0.74 -1.15 -1.54
Cl -1.362888 6.730996 0.068269 0.42 0.21 0.37 0.59
Cl -0.001918 5.733823 -2.307229 0.17 -0.41 0.20 0.53
Cl 0.072695 8.541635 -1.833144 -0.39 0.12 0.43 0.51
H -1.804964 7.069503 -2.156185 0.15 0.68 0.14 0.02
C -2.910997 -5.388576 2.209278 -0.13 2.11 -0.69 -1.46
Cl -2.158435 -3.785211 1.892038 0.61 0.01 0.32 0.50
Cl -1.659220 -6.606922 2.411203 -0.84 0.07 -0.20 0.57
Cl -4.066995 -5.485560 0.826484 0.30 -1.12 0.69 0.50
H -3.471331 -5.141233 3.110915 0.02 -1.04 -0.07 0.01
C -3.583369 2.663608 -3.484470 -1.27 -0.07 -0.08 -1.55
Cl -4.228759 3.958095 -2.446261 -0.58 1.29 1.96 0.33
Cl -1.812798 2.448877 -3.368758 2.35 -0.48 0.27 0.37
Cl -4.119528 3.191455 -5.126613 -0.47 -0.27 -1.94 0.26
H -4.072673 1.739721 -3.176043 -0.13 -0.34 -0.17 -0.03
```
Forces are in eV/Å.